Density functional theory data (ωB97M-V with the def2-TZVPD basis set) for a 9-piece molecular cluster, C22H48B2Cl2F9N2O11 overall at a distorted geometry.

Each line ends with the Löwdin charge.
CARTESIAN COORDINATES (ANGSTROEM)
1 C 1.759807 2.466691 0.137170  -0.084
2 C 0.553971 2.412602 1.066796  -0.689
3 Cl 0.820910 1.283522 2.427415  0.746
4 C -0.769575 2.118579 0.284943  -0.590
5 Cl -1.771796 3.603938 0.407689  0.725
6 C -1.528256 0.901283 0.801575  -0.212
7 C -2.628810 1.080004 1.612602  -0.003
8 C -3.294248 -0.035930 2.081963  0.038
9 C -2.857036 -1.293405 1.777931  -0.023
10 B -3.718223 -2.499778 2.409073  -0.617
11 O -4.876896 -2.934309 1.825237  0.189
12 O -3.295224 -3.061308 3.567490  0.216
13 N -1.766739 -1.455177 0.992802  0.057
14 C -1.329482 -2.820235 0.710961  -0.049
15 C -2.197983 -3.595059 -0.295043  -0.001
16 C -2.251894 -3.080201 -1.718046  -0.423
17 F -3.306265 -3.689677 -2.325676  0.135
18 F -2.515542 -1.761322 -1.780854  0.143
19 C -1.030909 -3.433170 -2.602413  -0.340
20 F -1.017198 -2.579391 -3.632979  0.159
21 F 0.135984 -3.272101 -1.932977  0.138
22 C -1.069489 -4.872161 -3.211883  -0.362
23 F -1.768499 -4.820378 -4.342745  0.188
24 F -1.607371 -5.761710 -2.371180  0.171
25 C 0.349330 -5.391641 -3.592591  -0.578
26 F 1.030642 -4.510591 -4.289659  0.220
27 F 0.182834 -6.489343 -4.317063  0.203
28 F 1.011775 -5.736765 -2.493639  0.179
29 C -1.110430 -0.387510 0.487722  -0.007
30 B 0.173237 -0.569250 -0.497573  -0.618
31 N 0.005659 -0.309401 -1.879661  0.231
32 O 1.379672 -0.973733 0.039429  0.135
33 H 1.866827 3.454059 -0.304867  0.080
34 H 2.660111 2.307213 0.721808  0.084
35 H 1.730401 1.716029 -0.645959  0.063
36 H 0.465853 3.396979 1.500788  0.070
37 H -0.577628 2.039648 -0.773952  0.088
38 H -3.000556 2.039997 1.917087  0.096
39 H -4.156072 0.103290 2.713337  0.146
40 H -4.831804 -3.863571 1.581317  0.118
41 H -2.484213 -2.616074 3.847495  0.113
42 H -0.298324 -2.876075 0.389020  0.123
43 H -1.350946 -3.405633 1.625503  0.146
44 H -3.220007 -3.729164 0.040252  0.125
45 H -1.758708 -4.589226 -0.346713  0.142
46 H 0.838086 0.137216 -2.257683  0.126
47 H -0.779485 0.312664 -2.046452  0.086
48 H 1.558088 -1.890202 -0.204470  0.108
49 C 3.583781 -1.349266 3.174305  -0.155
50 O 2.568822 -1.324641 4.173769  -0.132
51 H 4.231685 -2.196004 3.385010  0.081
52 H 3.149493 -1.469556 2.178115  0.057
53 H 4.179131 -0.433457 3.199910  0.081
54 H 1.996166 -0.577129 3.987155  0.009
55 C 3.354087 -7.396018 0.063777  -0.155
56 O 2.113280 -7.372937 0.767911  -0.131
57 H 4.157233 -7.327557 0.791847  0.079
58 H 3.462631 -8.326784 -0.497175  0.080
59 H 3.422265 -6.546529 -0.621414  0.068
60 H 1.411481 -7.440110 0.115921  0.058
61 C -4.164264 -1.322175 6.974908  -0.144
62 O -3.025413 -1.885106 6.324135  -0.137
63 H -4.085657 -0.240666 6.902214  0.078
64 H -5.089325 -1.646611 6.491344  0.078
65 H -4.188031 -1.605172 8.028612  0.081
66 H -3.097522 -2.840922 6.395776  0.073
67 C 3.230139 6.385794 0.266660  -0.150
68 O 3.605938 5.382023 -0.668897  -0.144
69 H 2.177086 6.250835 0.508513  0.073
70 H 3.823724 6.294298 1.179674  0.073
71 H 3.373631 7.378908 -0.166912  0.082
72 H 4.538530 5.519810 -0.876537  0.068
73 C -5.414629 0.732075 -0.577219  -0.130
74 O -5.114376 1.818520 0.299351  -0.133
75 H -4.483539 0.205519 -0.784082  0.062
76 H -6.119266 0.037464 -0.113494  0.084
77 H -5.830226 1.096196 -1.518286  0.085
78 H -5.936624 2.283835 0.478134  0.088
79 C 6.404952 8.171938 1.061393  -0.152
80 O 6.727804 7.145806 0.125822  -0.126
81 H 5.356745 8.055863 1.320728  0.055
82 H 7.006902 8.077530 1.968328  0.079
83 H 6.555109 9.161105 0.622563  0.080
84 H 7.653757 7.239167 -0.110752  0.075
85 C -2.544505 -0.189657 -5.191531  -0.143
86 O -1.382926 0.386727 -4.597202  -0.127
87 H -2.852589 0.458042 -6.007154  0.083
88 H -2.325139 -1.182327 -5.590840  0.075
89 H -3.361088 -0.260398 -4.467323  0.074
90 H -1.106545 -0.180851 -3.874827  0.003
91 C 3.579368 6.626606 -3.667109  -0.158
92 O 4.954711 6.404697 -3.363679  -0.127
93 H 2.995032 6.061085 -2.947935  0.059
94 H 3.330877 7.687667 -3.576717  0.079
95 H 3.342166 6.279883 -4.676503  0.076
96 H 5.481561 6.902260 -3.993608  0.074

Atoms 1-6, force components in eV/Å:
C 0.268 -0.131 0.345
C 0.232 0.192 -0.887
Cl -0.019 -0.015 0.146
C -0.121 0.255 0.896
Cl -0.052 -0.059 -0.224
C -0.238 0.555 -0.276

Output
Kohn-Sham gap: 8.035 eV
HOMO energy: -11.690 eV
charge: +1

Density functional theory data (ωB97M-V with the def2-TZVPD basis set) for a 6-piece molecular cluster, C4H19NO7S overall at a distorted geometry.

Each line ends with the natural charge from an NBO analysis.
CARTESIAN COORDINATES (ANGSTROEM)
1 C -0.268773 0.557189 -1.109512  -0.228
2 N 1.133824 0.018745 -1.206567  -0.676
3 C 2.083993 0.933580 -1.627737  0.870
4 O 1.800554 2.159988 -1.111508  -0.727
5 O 3.099819 0.695702 -2.245900  -0.638
6 C -0.800036 0.231745 0.288224  -0.468
7 C -2.233219 -0.243098 0.297006  -0.545
8 S -3.093857 0.150003 1.801210  -0.023
9 H -0.941781 0.056642 -1.820741  0.200
10 H -0.504479 1.610531 -1.353034  0.215
11 H 1.417910 -0.897064 -1.551463  0.449
12 H 2.556321 2.685586 -1.581901  0.509
13 H -0.133365 -0.523448 0.748662  0.262
14 H -0.710406 1.195066 0.901810  0.202
15 H -2.823179 -0.021811 -0.599840  0.229
16 H -2.210710 -1.357013 0.187134  0.215
17 H -3.385791 1.440002 1.439372  0.114
18 H 1.645979 1.343462 0.789109  0.492
19 H 2.529067 2.147879 1.823285  0.479
20 O 1.887392 1.440391 1.699373  -0.976
21 H -1.960723 3.102839 -0.755879  0.474
22 H -2.758259 3.098942 0.568795  0.473
23 O -2.751803 2.771194 -0.335460  -0.939
24 H 0.702450 -2.735545 -1.055694  0.492
25 H 1.251002 -3.584789 -2.013033  0.475
26 O 0.895926 -2.686504 -2.006905  -0.960
27 H 0.177609 -3.129576 1.588500  0.503
28 H -0.709528 -3.822222 0.612151  0.470
29 O 0.209841 -3.565755 0.725278  -0.965
30 H 1.995398 -1.264595 2.101654  0.485
31 H 0.866144 -0.504601 2.655285  0.495
32 O 1.032683 -1.303468 2.148330  -0.962

Atoms 1-6, force components in eV/Å:
C -0.998 -1.913 0.092
N 0.696 2.832 -1.188
C -0.429 -1.470 0.833
O 2.561 1.784 -2.096
O -0.413 0.293 0.188
C 0.595 1.667 0.676

Output
Kohn-Sham gap: 9.189 eV
relative energy (zero: lowest compared OMol25 entry of this formula, charge and spin): 36.0 kJ/mol
HOMO energy: -8.896 eV
charge: 0
SMILES: O=C(O)NCCCS.O.O.O.O.O

Density functional theory data (ωB97M-V with the def2-TZVPD basis set) for a 2-piece molecular cluster, C4H12N2O overall at a distorted geometry.

Each line ends with the Mulliken spin population.
CARTESIAN COORDINATES (ANGSTROEM)
1 C -1.322569 -0.878415 -1.475659  0.014
2 N 0.183146 -0.799367 -1.472513  0.004
3 C 0.565733 -0.193789 -0.206427  0.044
4 C 2.073646 -0.340658 0.087553  0.005
5 O -1.705880 -0.598377 1.610903  0.963
6 C 0.136435 1.264549 -0.037871  -0.016
7 N 0.222191 1.541442 1.381029  -0.004
8 H -1.675581 -1.017755 -0.420601  -0.010
9 H -1.730561 0.063772 -1.842109  0.000
10 H -1.569510 -1.598415 -2.178455  0.002
11 H 0.539818 -1.714647 -1.483094  0.000
12 H -0.026987 -0.660927 0.668187  -0.007
13 H 2.399456 -1.424258 0.113101  0.000
14 H 2.642894 0.145129 -0.680825  -0.001
15 H 2.311119 0.118961 1.101657  0.000
16 H 0.772424 1.960578 -0.667140  -0.001
17 H -0.932859 1.341026 -0.409169  0.004
18 H -0.146616 2.439190 1.565058  0.004
19 H -0.493377 0.829710 1.780991  -0.004

Atoms 1-6, force components in eV/Å:
C 1.566 1.429 1.345
N -1.465 1.863 0.170
C 0.293 -0.343 1.830
C -0.297 -0.822 1.334
O 0.007 0.076 0.139
C -0.503 0.300 -1.441

Output
Kohn-Sham gap (alpha / beta): 7.999 / 7.184 eV
relative energy (zero: lowest compared OMol25 entry of this formula, charge and spin): 175.3 kJ/mol
HOMO energy (alpha / beta): -3.740 / -2.926 eV
multiplicity: 2
charge: -1

Density functional theory data (ωB97M-V with the def2-TZVPD basis set) for an isolated ion of composition C5H10N4O and charge +2 at a distorted geometry.

Each line ends with the natural charge from an NBO analysis.
CARTESIAN COORDINATES (ANGSTROEM)
1 C 0.708746 -1.621054 1.767305  0.186
2 C 0.892499 -0.381952 1.027522  0.021
3 C -0.577993 0.684226 -0.640026  0.316
4 C -1.243447 1.387683 -1.643236  0.429
5 C 2.294176 0.147704 0.969808  -0.659
6 N -0.426422 -2.275194 1.852179  -0.153
7 N 0.086756 0.028351 0.093032  -0.130
8 N -2.553405 1.442269 -1.454172  -0.686
9 N -0.628482 1.875880 -2.677069  -0.673
10 O -0.435172 -3.589961 2.330058  -0.466
11 H 1.597046 -2.024545 2.302619  0.286
12 H 2.386008 1.227589 0.700598  0.258
13 H 2.791400 -0.038860 1.960080  0.266
14 H 2.947767 -0.200206 0.179529  0.263
15 H -1.297647 -1.824335 1.517977  0.417
16 H -3.058064 0.920915 -0.638499  0.472
17 H -3.024568 1.785819 -2.265826  0.436
18 H 0.383403 1.912075 -2.873991  0.470
19 H -1.161990 2.607235 -3.043807  0.424
20 H -1.247657 -3.884067 2.735150  0.524

Atoms 1-6, force components in eV/Å:
C -0.702 -0.095 0.161
C 1.297 -1.503 -0.149
C 2.116 -1.297 1.343
C -0.395 -2.002 1.914
C 1.266 1.432 0.820
N -0.101 -0.024 0.370

Output
Kohn-Sham gap (alpha / beta): 6.972 / 6.977 eV
relative energy (zero: lowest compared OMol25 entry of this formula, charge and spin): 427.5 kJ/mol
HOMO energy (alpha / beta): -16.352 / -16.353 eV
charge: +2

Density functional theory data (ωB97M-V with the def2-TZVPD basis set) for one molecule with the formula C5H9NO at a distorted geometry.

Each line ends with the natural charge from an NBO analysis.
CARTESIAN COORDINATES (ANGSTROEM)
1 C -0.619662 -0.937344 0.134423  0.074
2 C 0.892837 -1.020341 0.403236  -0.253
3 C 0.318554 1.133290 0.339761  -0.069
4 C -0.732183 1.795910 -0.433254  -0.386
5 C -0.630305 0.349753 -0.663352  -0.288
6 H -0.975773 -2.117753 -1.250069  0.453
7 H -0.931536 -0.993873 1.252684  0.188
8 H 0.955914 -1.138054 1.506395  0.191
9 H 1.429970 -1.710532 -0.259240  0.211
10 H 2.188912 0.772904 0.739639  0.357
11 H -0.009494 0.855681 1.348137  0.152
12 H -1.690487 2.160023 0.090730  0.239
13 H -0.491768 2.461748 -1.359609  0.237
14 H 0.040492 0.144665 -1.535501  0.207
15 N 1.464175 0.395673 0.051721  -0.621
16 O -1.209646 -2.151749 -0.365701  -0.692

Atoms 1-6, force components in eV/Å:
C -1.156 -0.936 2.891
C 2.355 1.025 -0.122
C -2.309 -0.682 0.528
C -2.186 2.793 -1.831
C 0.075 -0.920 -0.364
H 0.445 -0.521 -3.097

Output
Kohn-Sham gap: 9.625 eV
relative energy (zero: lowest compared OMol25 entry of this formula, charge and spin): 559.9 kJ/mol
HOMO energy: -8.613 eV
charge: 0
SMILES: O[C@H]1CN[C@H]2C[C@@H]21

Density functional theory data (ωB97M-V with the def2-TZVPD basis set) for C21H12Cl4GeIN4O3STi as an isolated structure at a distorted geometry.

Each line ends with the Mulliken spin population.
CARTESIAN COORDINATES (ANGSTROEM)
1 Ti 0.047884 -0.602322 -0.171327  0.894
2 O -3.612977 -1.343160 -0.575183  -0.002
3 C -2.785865 -0.501160 -0.288719  -0.022
4 N -1.765912 -0.606937 0.632837  -0.031
5 C -1.825742 -1.441748 1.726166  0.046
6 O -2.835679 -1.916943 2.226913  0.052
7 C -0.495451 -1.539405 2.367422  0.140
8 C -0.328804 -2.130602 3.612542  -0.080
9 C 0.873558 -2.015387 4.274125  0.131
10 C 1.896597 -1.279407 3.657756  -0.051
11 C 1.700440 -0.779304 2.397901  0.108
12 N 0.539879 -0.913601 1.716010  -0.040
13 C -2.847591 0.836892 -1.004242  0.020
14 C -3.193997 0.866273 -2.352524  0.005
15 C -3.285017 2.087386 -2.992989  -0.001
16 C -3.072836 3.243588 -2.254346  0.001
17 C -2.784484 3.111652 -0.905383  -0.007
18 N -2.665510 1.942372 -0.285163  0.002
19 H -1.179176 -2.647924 4.035918  -0.003
20 H 1.026464 -2.467381 5.245810  0.017
21 H 2.847107 -1.130105 4.151529  -0.004
22 H 2.491950 -0.261231 1.874690  0.020
23 H -3.350316 -0.071905 -2.866728  0.001
24 H -3.505811 2.145021 -4.051920  0.002
25 H -3.122145 4.222124 -2.714184  -0.001
26 H -2.616005 3.991051 -0.289907  0.004
27 Cl 1.687688 5.195528 -3.211755  0.007
28 C 1.113103 3.584465 -2.843737  -0.021
29 C 0.832346 2.738125 -3.896099  0.016
30 C 0.377139 1.455250 -3.627462  0.036
31 I -0.103796 0.138780 -5.186229  0.002
32 C 0.217288 0.983429 -2.326871  0.019
33 O -0.169724 -0.230950 -2.010312  -0.011
34 C 0.509840 1.880551 -1.268235  0.100
35 N 0.330284 1.343619 -0.012985  0.074
36 C 0.524354 2.168546 1.049819  0.268
37 C 0.945914 3.470176 0.903601  -0.123
38 C 1.192402 4.014202 -0.360277  0.478
39 C 0.954270 3.201444 -1.498730  -0.099
40 H 0.984320 3.071578 -4.912782  0.004
41 H 0.314837 1.745608 2.023085  0.041
42 H 1.086481 4.077531 1.789649  -0.001
43 H 1.544551 5.029200 -0.475040  0.039
44 S 2.577136 -0.473546 -0.791294  0.167
45 Cl 2.625775 -3.543365 0.928660  0.063
46 Ge 2.355020 -2.635882 -1.116976  0.566
47 Cl -0.313808 -2.875840 -0.738833  0.059
48 Cl 4.447115 -3.372486 -1.952602  0.116

Atoms 1-6, force components in eV/Å:
Ti 1.391 -0.220 -0.496
O 0.134 0.017 0.083
C -0.623 0.086 0.195
N -1.002 -0.396 0.374
C -1.057 0.330 -0.242
O 0.295 -0.123 0.079

Output
Kohn-Sham gap (alpha / beta): 4.200 / 6.381 eV
relative energy (zero: lowest compared OMol25 entry of this formula, charge and spin): 0.0 kJ/mol
HOMO energy (alpha / beta): -0.231 / -2.445 eV
multiplicity: 4
charge: -2